(1)
C4H10N2 | the ωB97M-V functional and the def2-TZVPD basis

SMILES: CN1CC(N)C1
Highest occupied orbital energy: -8.72 eV
Gap between HOMO and LUMO: 9.70 eV
ΔE to the lowest compared entry with this formula, charge and spin: 64.9 kcal per mole
Electronic energy: -7287.807 eV

Atoms and positions in Å:
C1 0.977 0.049 2.011
N1 0.820 -0.420 0.566
C2 0.731 0.671 -0.387
C3 -0.252 -0.163 -1.219
N2 -1.403 0.519 -1.768
C4 -0.522 -0.887 0.099
H1 1.117 -0.808 2.789
H2 1.886 0.770 2.082
H3 0.092 0.581 2.394
H4 0.157 1.429 0.121
H5 1.751 1.138 -0.691
H6 0.174 -1.078 -1.851
H7 -2.126 -0.335 -1.859
H8 -1.191 0.774 -2.816
H9 -0.901 -1.928 -0.016
H10 -1.308 -0.311 0.545



(2)
C4H10N2 | the ωB97M-V functional and the def2-TZVPD basis

SMILES: [H]/N=C/NCCC
Highest occupied orbital energy: -9.36 eV
Gap between HOMO and LUMO: 10.51 eV
ΔE to the lowest compared entry with this formula, charge and spin: 35.7 kcal per mole
Electronic energy: -7289.073 eV

Atoms and positions in Å:
H1 -2.159 -0.247 -3.042
N1 -1.986 -0.364 -2.035
C1 -0.785 0.123 -1.927
N2 0.046 -0.214 -0.874
C2 0.219 0.504 0.372
C3 1.210 -0.338 1.254
C4 1.129 0.164 2.720
H2 -0.557 1.042 -2.467
H3 -0.152 -1.198 -0.716
H4 -0.628 0.777 1.003
H5 0.717 1.462 0.123
H6 0.813 -1.363 1.214
H7 2.170 -0.349 0.727
H8 0.778 1.196 2.723
H9 0.451 -0.468 3.277
H10 2.101 0.143 3.221



(3)
C4H10N2 | the ωB97M-V functional and the def2-TZVPD basis

Highest occupied orbital energy (alpha / beta): -7.56 / -7.99 eV
Gap between HOMO and LUMO (alpha / beta): 8.35 / 8.61 eV
ΔE to the lowest compared entry with this formula, charge and spin: 136.0 kcal per mole
Electronic energy: -7284.723 eV

Atoms and positions in Å:
C1 1.948 -0.773 -0.412
C2 -2.807 0.867 0.005
C3 2.563 0.349 0.363
N1 -2.116 -0.404 0.060
C4 0.011 -0.731 0.114
N2 -0.355 -0.306 -0.942
H1 -2.589 -1.085 -0.534
H2 -0.040 -1.030 1.152
H3 2.044 -0.709 -1.491
H4 2.145 -1.779 -0.049
H5 -3.785 0.803 0.507
H6 -2.231 1.632 0.536
H7 -2.995 1.227 -1.016
H8 2.245 1.320 -0.025
H9 3.659 0.313 0.305
H10 2.301 0.306 1.425



(4)
C4H10N2 | the ωB97M-V functional and the def2-TZVPD basis

SMILES: C[C@H]1[C@@H](N)[C@H]1N
Highest occupied orbital energy: -8.31 eV
Gap between HOMO and LUMO: 9.23 eV
ΔE to the lowest compared entry with this formula, charge and spin: 66.1 kcal per mole
Electronic energy: -7287.754 eV

Atoms and positions in Å:
C1 0.917 0.572 1.276
C2 -0.519 -0.007 0.928
C3 -1.136 0.253 -0.473
N1 -0.530 0.986 -1.470
C4 -0.593 -1.083 -0.083
N2 0.686 -1.534 -0.616
H1 1.380 1.070 0.342
H2 0.762 1.464 1.847
H3 1.602 -0.073 1.740
H4 -1.147 -0.212 1.808
H5 -2.168 0.178 -0.727
H6 -0.772 2.150 -1.371
H7 0.602 0.908 -1.508
H8 -1.222 -2.028 0.056
H9 1.509 -1.069 -0.157
H10 0.628 -1.576 -1.591



(5)
C4H10N2O | the ωB97M-V functional and the def2-TZVPD basis

SMILES: C=CN=C.NCO
Highest occupied orbital energy: -9.29 eV
Gap between HOMO and LUMO: 10.10 eV
ΔE to the lowest compared entry with this formula, charge and spin: 66.6 kcal per mole
Electronic energy: -9336.101 eV

Atoms and positions in Å:
C1 0.483 0.312 -2.791
C2 0.554 0.302 -1.463
N1 1.659 -0.169 -0.733
C3 2.024 -1.365 -0.905
H1 1.320 -0.006 -3.398
H2 -0.401 0.732 -3.245
H3 -0.208 0.757 -0.846
H4 2.901 -1.731 -0.380
H5 1.484 -2.039 -1.576
N2 -1.748 1.395 2.228
C4 -0.983 0.187 2.140
O1 -1.340 -0.577 0.982
H6 -1.594 1.957 1.397
H7 -2.740 1.182 2.261
H8 0.071 0.474 2.096
H9 -1.158 -0.414 3.036
H10 -0.681 -1.272 0.887



(6)
C4H10N2O | the ωB97M-V functional and the def2-TZVPD basis

Highest occupied orbital energy (alpha / beta): -5.77 / -6.59 eV
Gap between HOMO and LUMO (alpha / beta): 5.67 / 6.95 eV
ΔE to the lowest compared entry with this formula, charge and spin: 158.3 kcal per mole
Electronic energy: -9332.121 eV

Atoms and positions in Å:
C1 0.759 -0.689 0.692
C2 -0.656 -0.377 0.106
C3 -1.490 -1.480 -0.406
C4 -0.090 1.865 0.378
N1 2.014 0.031 0.462
N2 -0.942 0.898 -0.239
O1 2.399 -0.204 -0.946
H1 0.678 -0.675 1.787
H2 0.804 -1.860 0.515
H3 -2.211 -1.799 0.303
H4 -0.951 -2.310 -0.744
H5 -2.265 -1.027 -1.189
H6 0.944 1.358 0.403
H7 -0.034 2.647 -0.333
H8 -0.544 2.307 1.316
H9 -1.619 1.014 -0.948
H10 3.205 0.300 -1.157



(7)
C4H10N2O | the ωB97M-V functional and the def2-TZVPD basis

SMILES: CN(C=O)CCN
Highest occupied orbital energy: -8.97 eV
Gap between HOMO and LUMO: 9.82 eV
ΔE to the lowest compared entry with this formula, charge and spin: 33.0 kcal per mole
Electronic energy: -9337.557 eV

Atoms and positions in Å:
C1 1.452 -1.375 -0.379
N1 0.825 -0.174 0.155
C2 1.201 0.148 1.439
O1 2.019 -0.487 2.064
C3 0.104 0.801 -0.628
C4 -1.403 0.528 -0.708
N2 -2.059 0.591 0.578
H1 1.555 -1.303 -1.461
H2 0.782 -2.215 -0.182
H3 2.367 -1.651 0.134
H4 0.693 0.969 1.952
H5 0.359 1.811 -0.297
H6 0.518 0.794 -1.647
H7 -1.779 1.227 -1.448
H8 -1.429 -0.491 -1.108
H9 -2.904 1.137 0.584
H10 -2.301 -0.310 0.952



(8)
C4H10N2O | the ωB97M-V functional and the def2-TZVPD basis

SMILES: CNCC(=O)NC
Highest occupied orbital energy: -9.07 eV
Gap between HOMO and LUMO: 9.95 eV
ΔE to the lowest compared entry with this formula, charge and spin: 68.6 kcal per mole
Electronic energy: -9336.012 eV

Atoms and positions in Å:
C1 -0.382 1.481 -2.048
N1 0.432 1.126 -0.817
C2 0.843 -0.344 -0.479
C3 -0.425 -0.956 -0.091
O1 -1.111 -1.421 -1.067
N2 -0.786 -0.875 1.225
C4 0.076 -0.833 2.340
H1 0.083 1.522 -3.020
H2 -0.752 2.482 -1.658
H3 -1.404 0.997 -2.075
H4 1.267 1.678 -0.845
H5 1.236 -0.964 -1.357
H6 1.518 -0.270 0.353
H7 -1.796 -0.838 1.277
H8 1.134 -0.261 2.325
H9 -0.467 -0.642 3.313
H10 0.532 -1.883 2.624